Entry A
10
Properties=species:S:1:pos:R:3 method="wB97M-V/def2-TZVPD" lumo_ev=0.1 charge=0 gap_ev=9.2
N 0.608 -0.717 0.561
N -0.299 0.584 -1.859
P 0.009 -0.313 2.036
S 0.737 -1.294 3.536
S -1.287 1.122 1.928
H 1.301 -1.446 0.494
H 0.295 -0.247 -0.308
H 0.057 1.530 -1.901
H -1.302 0.638 -1.735
H -0.119 0.142 -2.752



Entry B
10
Properties=species:S:1:pos:R:3 method="wB97M-V/def2-TZVPD" lumo_ev=-0.1 charge=0 gap_ev=9.0
N -0.575 0.731 1.281
N 1.480 -0.503 -0.757
P -1.441 0.206 0.017
S -1.906 1.528 -1.337
S -2.005 -1.671 0.139
H -0.090 1.639 1.308
H -0.247 0.160 1.987
H 1.236 -1.343 -0.193
H 2.480 -0.190 -0.687
H 1.070 -0.556 -1.758



entry A comes first in stability; the runner-up is 0.0238 hartree higher.



Entry A
15
Properties=species:S:1:pos:R:3 method="wB97M-V/def2-TZVPD" lumo_ev=-0.3 smiles="Cn1[nH]cc([N+](=O)[O-])c1=O" charge=0 gap_ev=9.3
C -0.857 0.840 -0.411
N 0.498 0.483 0.015
N 0.648 -0.897 0.234
C 1.973 -1.111 0.358
C 2.698 -0.009 0.081
N 4.077 -0.117 -0.017
O 4.626 -1.177 0.241
O 4.614 0.882 -0.450
C 1.666 1.147 -0.359
O 1.723 2.283 -0.721
H -0.840 1.752 -1.170
H -1.426 0.023 -0.850
H -1.381 1.273 0.409
H -0.039 -1.059 0.941
H 2.237 -2.140 0.658



Entry B
15
Properties=species:S:1:pos:R:3 method="wB97M-V/def2-TZVPD" lumo_ev="-0.6 / -0.6" charge=0 gap_ev="8.4 / 8.4"
C -1.250 0.037 0.069
C 0.728 -0.214 -0.156
C -1.202 1.432 0.056
C 1.435 -1.488 0.000
N 0.084 1.920 -0.021
N -2.277 2.193 -0.078
N -2.328 -0.911 0.061
O -3.478 -0.534 0.020
O -1.997 -2.103 0.088
O 1.011 0.998 -0.119
H 0.591 -2.119 0.167
H 2.018 -1.706 -0.844
H 1.869 -1.508 0.964
H -3.121 1.576 -0.066
H -2.370 3.012 0.476



entry A comes first in stability; the runner-up is 0.1313 hartree higher.



Entry A
19
Properties=species:S:1:pos:R:3 method="wB97M-V/def2-TZVPD" lumo_ev="3.6 / 3.5" charge=-1 multiplicity=2 gap_ev="3.7 / 6.9"
C -1.029 0.510 -1.180
N -0.261 0.606 0.042
C 0.605 -0.556 0.276
C 1.645 -0.154 1.343
S 3.013 -1.307 1.398
C -0.188 -1.752 0.747
O 0.187 -2.974 0.510
C -1.816 1.800 -1.413
H -0.383 0.300 -2.051
H -1.733 -0.307 -1.036
H 0.290 1.459 0.026
H 1.180 -0.859 -0.618
H 1.976 0.894 1.221
H 1.140 -0.144 2.303
H 2.233 -2.401 1.322
H -0.937 -1.510 1.526
H -1.127 2.643 -1.546
H -2.410 2.022 -0.529
H -2.385 1.729 -2.343



Entry B
19
Properties=species:S:1:pos:R:3 method="wB97M-V/def2-TZVPD" lumo_ev="3.4 / 3.3" charge=-1 multiplicity=2 gap_ev="3.4 / 6.5"
C -2.327 -0.029 0.561
N -1.067 0.687 0.496
C 0.072 0.011 -0.176
C 1.118 1.076 -0.389
S 2.405 0.560 -1.601
C 0.610 -1.236 0.468
O -0.066 -2.329 0.476
C -3.221 0.567 1.629
H -2.794 0.026 -0.430
H -2.177 -1.097 0.759
H -0.866 1.081 1.407
H -0.392 -0.354 -1.105
H 0.744 1.948 -0.920
H 1.595 1.421 0.527
H 3.130 -0.393 -1.004
H 1.569 -1.130 1.001
H -3.574 1.571 1.381
H -2.696 0.592 2.586
H -4.129 -0.028 1.757



entry A comes first in stability; the runner-up is 0.0055 hartree higher.



Entry A
10
Properties=species:S:1:pos:R:3 method="wB97M-V/def2-TZVPD" lumo_ev=0.2 smiles="C=C.SS" charge=0 gap_ev=9.7
C 1.588 -0.121 0.124
C 0.925 -0.496 1.220
H 1.778 0.929 -0.049
H 1.953 -0.853 -0.585
H 0.859 0.197 2.053
H 0.341 -1.402 1.316
S -1.691 1.176 -1.896
S -2.775 0.031 -0.462
H -0.954 0.108 -2.300
H -2.024 0.432 0.579



Entry B
10
Properties=species:S:1:pos:R:3 method="wB97M-V/def2-TZVPD" lumo_ev=0.7 smiles=CSSC charge=0 gap_ev=9.3
C 1.916 -0.332 -0.304
S 0.440 -1.377 -0.052
S -0.587 -0.179 1.329
C -1.933 0.451 0.243
H 2.516 -0.382 0.590
H 1.657 0.716 -0.535
H 2.427 -0.866 -1.121
H -1.809 0.357 -0.921
H -1.743 1.543 0.237
H -2.885 0.069 0.534



entry B comes first in stability; the runner-up is 0.0329 hartree higher.



Entry A
13
Properties=species:S:1:pos:R:3 method="wB97M-V/def2-TZVPD" lumo_ev="-3.8 / -9.0" charge=+1 multiplicity=3 gap_ev="9.1 / 7.0"
C -0.499 0.905 1.382
C -0.270 -0.416 0.642
N -0.166 0.931 -1.136
N 0.913 -1.118 -1.282
N 0.135 -0.143 -0.633
H -1.367 1.414 0.973
H -0.572 0.607 2.404
H 0.313 1.639 1.139
H -1.355 -0.886 0.574
H 0.214 -1.306 0.934
H 0.077 1.153 -2.125
H 1.057 -2.005 -0.793
H 1.519 -0.775 -2.078



Entry B
13
Properties=species:S:1:pos:R:3 method="wB97M-V/def2-TZVPD" lumo_ev="-3.4 / -6.9" charge=+1 multiplicity=3 gap_ev="7.3 / 8.0"
C 0.133 0.483 -1.043
C -1.210 -0.191 -0.367
N -0.054 -0.995 1.409
N -1.085 -0.923 0.646
N 1.209 0.711 -0.098
H 0.399 -0.275 -1.743
H -0.076 1.344 -1.656
H -2.148 -0.148 -0.999
H 0.815 -0.330 1.086
H -0.033 -1.818 2.059
H -1.996 -1.534 0.917
H 1.230 1.722 0.173
H 2.052 0.340 -0.468



entry B comes first in stability; the runner-up is 0.0473 hartree higher.



Entry A
9
Properties=species:S:1:pos:R:3 method="wB97M-V/def2-TZVPD" lumo_ev="-0.7 / -2.8" charge=0 gap_ev="9.5 / 7.9"
C -0.704 1.258 -0.002
N -0.904 0.119 0.619
N 1.335 -1.126 -0.225
O -0.105 -0.155 1.550
O -1.753 -0.657 0.241
F 1.582 -2.380 0.036
F 2.281 -0.730 -1.140
Br -1.917 1.796 -1.396
H 0.185 1.874 0.316



Entry B
9
Properties=species:S:1:pos:R:3 method="wB97M-V/def2-TZVPD" lumo_ev=-1.0 charge=0 gap_ev=9.4
C 0.494 -0.107 -0.051
N 0.490 -0.206 1.383
N -0.002 0.923 -0.603
O 1.297 -0.910 1.920
O -0.429 0.405 1.906
F -1.712 0.565 -0.855
F 0.220 1.149 -1.943
Br 1.715 -1.327 -0.847
H -2.072 -0.491 -0.909



entry B comes first in stability; the runner-up is 0.0404 hartree higher.



Entry A
16
Properties=species:S:1:pos:R:3 method="wB97M-V/def2-TZVPD" lumo_ev=0.7 smiles="C=NOC/C=C/[SiH3]" charge=0 gap_ev=10.6
C 1.313 0.858 2.244
N 1.871 -0.177 1.799
O 1.050 -1.180 1.419
C -0.345 -0.982 1.234
C -0.793 -0.196 0.039
C -0.022 -0.137 -1.102
Si -0.620 0.433 -2.719
H 2.055 1.662 2.479
H 0.307 1.180 2.169
H -0.745 -0.578 2.240
H -0.607 -2.012 0.995
H -1.784 0.161 0.217
H 0.893 -0.657 -1.218
H -1.994 1.126 -2.930
H -0.846 -0.899 -3.602
H 0.267 1.399 -3.265



Entry B
16
Properties=species:S:1:pos:R:3 method="wB97M-V/def2-TZVPD" lumo_ev=0.0 charge=0 gap_ev=8.6
C -2.016 -0.615 -0.074
C -0.777 -0.545 0.677
C 0.432 0.241 -1.405
C 0.133 0.506 0.421
N -0.792 0.337 -1.843
O -1.392 -0.855 -1.467
Si 1.834 0.451 1.286
H -2.647 -1.471 -0.053
H -2.819 0.195 -0.136
H -0.282 -1.556 1.035
H 1.042 0.969 -1.737
H 1.008 -0.626 -1.392
H -0.278 1.448 0.202
H 2.540 -0.762 0.962
H 1.572 0.550 2.702
H 2.443 1.732 0.822



entry A comes first in stability; the runner-up is 0.0543 hartree higher.



Entry A
26
Properties=species:S:1:pos:R:3 method="wB97M-V/def2-TZVPD" lumo_ev=-3.2 charge=+1 gap_ev=11.2
C 0.519 -0.930 0.238
C 0.444 0.220 1.333
C 1.777 0.978 1.286
C 1.794 2.274 0.441
C 0.705 3.258 0.879
N -0.475 -0.546 -0.846
H 0.100 -1.843 0.651
H 1.540 -1.056 -0.098
H -0.416 0.808 1.023
H 0.298 -0.332 2.257
H 2.054 1.299 2.297
H 2.597 0.308 1.026
H 2.815 2.630 0.467
H 1.593 1.951 -0.595
H 1.183 4.006 1.519
H -0.149 2.788 1.328
H 0.424 3.931 0.064
H -1.427 -0.688 -0.507
H -0.389 0.452 -1.037
H -0.404 -1.048 -1.728
H -1.035 -4.845 -1.240
H -0.115 -3.711 -1.207
O -0.890 -4.037 -0.723
H -3.518 0.178 -1.306
H -3.252 -0.858 -2.480
O -2.862 -0.353 -1.760



Entry B
26
Properties=species:S:1:pos:R:3 method="wB97M-V/def2-TZVPD" lumo_ev=-3.0 charge=+1 gap_ev=11.3
C 0.577 0.494 0.980
C -0.391 -0.616 1.342
C -1.677 -0.095 1.987
C -2.587 0.613 0.974
C -3.234 -0.258 -0.090
N 1.317 0.271 -0.326
H 1.345 0.613 1.743
H 0.154 1.483 1.003
H -0.710 -1.214 0.489
H 0.089 -1.286 2.050
H -2.237 -0.952 2.367
H -1.451 0.541 2.839
H -3.307 1.183 1.516
H -1.930 1.291 0.424
H -2.740 -1.208 -0.304
H -3.293 0.273 -1.044
H -4.281 -0.476 0.145
H 1.124 0.951 -1.056
H 2.309 0.257 -0.123
H 1.043 -0.670 -0.691
H 4.082 1.520 -2.602
H 3.418 2.809 -2.126
O 3.244 1.870 -2.252
H 0.997 -3.024 -1.415
H 1.931 -2.236 -2.323
O 1.477 -2.188 -1.472



entry B comes first in stability; the runner-up is 0.0273 hartree higher.